225
Properties=species:S:1:pos:R:3:forces:R:3 method="wB97M-V/def2-TZVPD" energy_ha=-3103.65582 homo_ev=-8.77 e_lumo_ev=0.5
O -11.30370 -12.89032 32.42665 -1.3 -0.1 1.0
O -4.39279 -21.75247 41.61391 2.4 -1.1 -0.5
O -11.78297 -20.94942 36.81383 -0.9 1.1 2.2
O -5.34892 -23.31462 31.70741 -0.1 -0.7 0.0
O -2.93433 -17.11256 29.24774 -0.9 -2.0 -3.0
N -13.69618 -21.28099 38.84334 0.8 -0.6 0.6
N -10.49597 -15.62311 32.01169 1.0 1.8 0.0
N -4.25701 -18.69703 31.08641 -0.5 -0.5 -0.5
N -1.78404 -22.51914 30.47812 0.0 0.0 2.1
N -1.21825 -22.85882 40.01654 0.0 -0.2 -1.5
C 0.04432 -26.32489 33.52263 0.2 0.4 0.3
C -1.38113 -25.53763 35.52805 -1.7 0.5 1.0
C -7.60604 -24.65550 27.17423 -0.8 0.6 2.3
C -7.92908 -24.59675 25.73686 1.7 -0.1 -1.4
C -3.38077 -21.81892 40.54631 -0.5 -1.3 1.1
C -9.84874 -24.34983 38.10933 -0.4 1.2 1.1
C -9.52552 -17.51666 37.09288 1.4 0.2 2.3
C -14.52199 -20.20304 30.89469 -0.4 -1.1 2.0
C -8.29350 -23.41432 29.31908 -1.8 0.7 0.7
C -13.19462 -19.57925 30.57142 -0.6 2.0 -1.0
C -9.54010 -19.23722 32.92440 -0.1 0.2 0.2
C -2.75110 -24.88424 35.93198 0.7 0.0 -0.1
C -12.13394 -19.87431 37.71503 -0.6 1.2 -0.4
C -5.20959 -20.64478 41.57622 -1.2 0.1 -0.5
C -5.94175 -20.49292 33.78624 0.5 -1.6 -0.4
C -1.85551 -22.91077 42.34461 -2.2 -1.3 -0.2
C -11.00388 -25.27357 38.52727 0.2 0.3 -0.3
C -7.45655 -20.44281 33.72453 -0.1 0.6 0.1
C -8.55433 -23.63217 27.82102 1.2 0.3 0.8
C -9.35492 -16.53045 38.27141 -0.7 1.2 -1.1
C -5.23565 -21.60129 34.69955 -0.8 2.1 -0.5
C -8.26173 -17.47947 36.20252 -1.8 -0.6 -1.0
C -10.64393 -13.22225 31.21641 -0.7 0.4 1.3
C -13.58892 -20.01334 38.11174 -1.0 -1.3 0.4
C -5.18397 -13.83293 31.78977 0.1 -0.8 0.2
C -11.37593 -11.52741 32.75756 1.4 0.5 0.4
C -7.99473 -19.22694 32.85869 -1.1 -0.8 0.8
C -3.93303 -23.40145 31.60000 1.0 0.3 -0.4
C -10.51175 -16.38996 39.24803 0.3 1.1 1.8
C -9.32137 -23.40513 39.29516 -0.5 -0.4 -2.0
C -12.00549 -14.49230 38.29768 0.3 0.0 0.7
C -11.10080 -19.39748 29.22209 0.8 -0.2 0.5
C -3.83714 -17.31242 31.36966 -0.2 -0.4 0.8
C -2.99627 -15.98264 28.41471 0.5 1.1 1.3
C -3.77928 -22.20066 29.34427 -2.8 1.3 -0.9
C -14.48818 -21.52047 31.70897 0.8 0.4 0.2
C -14.24242 -18.91839 38.95847 1.4 0.6 -0.5
C -2.39924 -23.02119 40.85718 1.5 2.7 1.4
C -10.96119 -14.67839 30.96207 -1.0 -1.4 -0.8
C -3.57063 -11.98385 31.02590 -1.2 0.4 -0.2
C -3.44963 -10.49056 30.65956 0.1 -0.5 0.7
C -3.80159 -17.09421 32.92878 -0.3 -1.2 -0.7
C -5.96866 -24.56408 32.09940 0.3 0.2 0.0
C -15.82687 -22.05537 32.18486 0.5 -0.4 -0.9
C -1.03155 -25.30932 34.10772 1.8 -1.4 -2.3
C -4.95450 -12.37485 31.62462 -0.2 1.0 0.1
C -5.11577 -21.10000 36.14346 0.8 -1.2 0.1
C 0.55873 -26.00859 32.10231 0.3 0.0 1.3
C -6.90562 -25.25762 24.80191 -0.3 -0.7 0.9
C -2.91321 -25.03466 37.44299 -1.0 -0.3 0.6
C -11.92406 -15.93834 38.86817 0.5 0.3 -1.4
C -10.85375 -20.65316 35.81657 -0.2 -0.2 0.1
C -6.61934 -14.24552 32.12411 0.3 -0.6 0.8
C -9.43815 -22.51179 29.97071 -0.5 -0.8 -0.2
C -12.44934 -14.98734 30.81683 0.5 0.7 -0.1
C -2.59668 -16.99660 30.56705 0.3 0.4 1.5
C -8.04941 -22.60743 38.92316 0.5 -1.5 0.9
C -6.79442 -15.77310 32.23884 -0.4 0.0 -1.2
C -6.76869 -23.49597 38.82644 -0.2 -0.1 0.5
C -12.31577 -24.57017 39.07024 1.8 -0.6 -1.0
C -12.42466 -20.15153 29.43697 2.3 -1.1 -0.3
C -3.26489 -22.27454 30.74181 1.6 -1.2 -1.0
H -1.33228 -21.65785 30.20574 -0.1 0.0 0.1
H -11.03695 -15.43517 32.84363 -1.2 -0.3 0.1
H -12.26246 -16.65057 38.11563 -0.6 0.1 0.0
H -9.58033 -13.07969 31.40754 0.4 0.1 -0.5
H -1.53278 -23.92076 42.59738 0.8 0.2 0.1
H -4.86386 -22.19747 29.23573 -0.5 -0.6 0.5
H -7.65966 -19.34964 31.82875 0.1 -0.1 0.0
H -5.11764 -11.93181 32.60707 0.4 0.4 0.2
H -0.28570 -26.08462 31.41728 0.4 0.4 -0.4
H -11.45135 -19.68184 38.54276 0.2 -1.3 0.7
H -5.99903 -25.32769 31.32219 0.2 0.3 -0.6
H -7.00396 -24.41277 32.40494 0.1 0.5 -0.1
H -13.03223 -25.36041 39.29450 -0.1 0.4 0.5
H -6.83952 -24.43170 38.27194 -0.5 0.3 -0.7
H -5.61090 -20.70885 32.77035 0.3 0.4 -0.1
H -12.57151 -16.07045 30.82273 -0.1 0.1 0.1
H -4.29570 -10.18434 30.04434 0.1 -0.1 -0.1
H -10.35526 -11.21145 32.97322 0.4 0.5 -0.5
H -5.60694 -19.49872 34.08213 0.3 0.0 0.0
H -3.80591 -21.97243 39.55446 -0.5 -0.1 0.0
H 1.35607 -26.70756 31.84974 -0.3 -0.4 -0.2
H -2.73311 -26.05135 37.79228 0.6 -0.3 -0.3
H -3.42897 -15.99083 27.41432 0.1 -1.6 0.0
H -10.52509 -25.99842 39.18564 -0.6 -0.1 0.7
H -7.79492 -23.55072 25.46130 -0.7 0.3 0.0
H -10.43926 -19.36072 30.08760 -0.6 0.4 0.8
H -4.69110 -19.71020 41.36212 0.1 0.1 -0.4
H -8.32718 -24.36265 29.85539 0.1 -0.1 0.0
H -14.43502 -21.94084 38.64638 -0.4 0.5 -0.3
H -15.66099 -23.03721 32.62823 -0.1 -0.1 -0.1
H -2.68445 -22.76458 43.03714 -0.1 0.2 0.0
H -10.06309 -22.66631 39.59860 -0.4 0.1 -0.5
H -7.37322 -13.78537 31.48532 0.1 -0.1 -0.3
H -3.43934 -23.34475 32.57013 -0.2 -0.2 0.4
H -11.94842 -13.74909 39.09297 -0.1 -0.2 0.5
H -15.03752 -19.55018 31.59902 -0.5 0.5 -0.6
H -3.45575 -9.84766 31.53975 0.2 0.1 0.0
H -15.09944 -20.43414 29.99957 -0.2 0.5 -0.1
H -9.23045 -23.97574 40.21941 0.6 -0.4 -0.1
H -9.02776 -24.91685 37.67047 0.1 -0.3 0.4
H -7.63024 -16.59926 36.32321 0.1 -0.3 0.3
H -2.85702 -20.86513 40.48271 0.3 0.1 0.3
H -1.88754 -17.78160 30.82969 0.6 0.1 -0.2
H -0.26781 -27.36805 33.47266 -0.7 0.0 0.4
H -9.87767 -19.08061 33.94890 0.2 -0.6 0.3
H -7.83712 -16.09051 32.24962 -0.2 0.3 0.6
H -6.50826 -23.91326 39.79915 0.1 0.5 0.4
H -3.73613 -16.07896 33.32003 0.1 -0.1 -0.3
H -11.22844 -25.86513 37.63974 -0.4 0.0 -0.1
H -3.66957 -15.27076 28.89219 0.4 0.7 0.3
H -4.23699 -21.70415 34.27505 0.1 -0.2 0.1
H -5.46554 -25.06330 32.92749 0.3 0.3 0.3
H -12.85236 -21.79968 38.64581 0.0 -0.2 0.1
H -4.30778 -18.83875 30.08769 -0.8 0.8 -0.6
H -8.44284 -16.77523 38.81575 -0.1 -0.5 0.2
H -5.82595 -12.01352 31.07863 0.3 0.5 -0.7
H -3.09645 -17.75786 33.42924 1.0 0.3 -0.4
H -1.83439 -25.38539 33.37440 -0.6 0.1 0.4
H -1.95110 -15.68303 28.33765 -0.1 1.0 -0.3
H -8.36720 -22.64758 27.39246 -0.3 0.0 -0.5
H -3.23160 -21.34846 31.31569 -0.6 0.0 -0.2
H 1.11595 -25.07210 32.12666 -0.7 0.5 -0.4
H -9.08239 -15.53852 37.91102 -0.3 0.3 -0.4
H -1.12655 -22.12784 42.55375 0.1 -0.2 -0.5
H -2.78563 -24.00571 40.59350 -0.5 0.2 0.4
H -2.18791 -16.01132 30.79117 0.2 0.2 0.1
H -10.39723 -21.62509 35.62938 0.4 0.3 -0.5
H -0.52045 -23.56197 40.21339 0.0 -0.1 0.0
H -12.54538 -19.28802 31.39711 0.1 -1.0 0.5
H -3.92169 -24.94058 37.84573 -0.4 0.6 -0.4
H -8.71217 -17.42037 35.21170 0.5 0.2 -0.5
H -3.39029 -12.46309 30.06368 -0.3 -0.6 0.0
H -13.95558 -21.39423 32.65158 0.8 0.3 -0.2
H -5.98314 -20.92325 40.86056 -0.3 1.0 -0.5
H -10.33426 -22.56904 29.35280 0.1 0.1 -0.5
H -5.74944 -20.48101 42.50886 0.3 -0.4 0.4
H -13.96096 -22.23485 31.07666 0.0 -0.5 0.3
H -6.04787 -20.75389 36.59010 0.1 0.2 -0.1
H -10.12321 -19.91571 36.14912 0.2 -0.1 -0.1
H -3.62504 -24.33920 31.13753 -0.1 -0.3 -0.1
H -6.81111 -13.86409 33.12703 -0.2 0.4 0.1
H -5.71242 -22.57822 34.61961 -0.3 0.1 0.0
H -0.76093 -21.95922 40.05770 -0.2 0.1 0.3
H -11.82853 -11.27052 33.71530 -0.7 -1.0 0.0
H -9.73589 -15.04660 32.34336 1.5 -0.7 0.3
H -3.44625 -22.99507 28.67635 0.4 0.1 0.2
H -6.59186 -24.43775 27.50908 0.4 0.3 -0.7
H -8.95498 -24.90716 25.53872 0.1 0.0 0.0
H -10.21987 -23.78325 37.25532 0.1 0.7 0.1
H -4.59218 -16.71455 30.85920 -0.3 0.2 0.6
H -10.50147 -14.95570 30.01345 0.4 -0.1 0.0
H -3.56761 -25.25684 35.31344 -0.1 -1.2 0.4
H -15.31003 -19.12271 39.03936 0.2 0.0 0.5
H -14.09080 -17.92952 38.52575 -0.4 0.1 -0.6
H -5.93712 -24.76914 24.90915 -0.2 0.6 -0.6
H -10.10857 -18.42674 32.46824 0.6 0.2 -0.8
H -14.18588 -20.09036 37.20300 0.2 0.1 -0.5
H -0.60165 -24.31666 33.97391 -0.1 0.2 0.0
H -4.73558 -21.92013 36.75250 -0.3 -0.3 0.3
H -3.66470 -21.20772 28.90947 1.1 0.0 -0.2
H -4.27856 -20.41182 36.26004 -0.4 0.7 -0.3
H -12.07731 -18.84017 37.37525 0.1 0.0 -1.6
H -10.50765 -17.21102 39.96494 -0.4 -0.6 -0.3
H -6.49815 -16.25262 31.30589 0.4 0.0 -0.1
H -2.79051 -12.35296 31.69168 0.1 0.3 0.1
H -9.55170 -23.97089 27.54063 -0.3 0.3 0.5
H -12.05037 -23.87575 39.86739 -0.4 -0.4 0.4
H -11.03479 -12.53352 30.46743 0.3 -0.2 -0.6
H -7.69260 -18.22683 33.16949 0.5 -0.2 0.3
H -16.40358 -22.16458 31.26639 -0.9 0.0 0.5
H -9.86078 -22.91216 30.89223 0.6 -0.3 0.4
H -10.46667 -17.48456 36.54398 0.1 0.4 0.1
H -13.39901 -18.56554 30.22687 -0.5 0.4 -0.1
H -9.93764 -20.17342 32.53249 -0.1 -0.1 0.2
H -7.81904 -25.57530 27.71892 -0.1 -0.6 -0.5
H -2.52229 -10.36419 30.10085 0.0 0.3 0.0
H -11.83346 -10.86757 32.02044 0.0 -0.2 -0.4
H -11.27338 -18.37311 28.89199 0.1 0.0 -0.1
H -2.30438 -24.36797 38.05368 0.3 0.1 -0.3
H -2.89083 -23.86560 35.57010 0.9 0.7 0.5
H -12.20161 -21.18731 29.69292 0.2 -0.3 -0.2
H -16.26667 -21.45674 32.98256 -0.3 0.3 -0.5
H -9.33690 -21.44767 30.18406 0.9 0.0 -0.3
H -4.78770 -14.27452 30.87540 -0.2 -0.7 0.0
H -12.59463 -15.93802 39.72749 0.1 -0.5 0.0
H -7.31454 -22.97046 29.50003 0.1 0.0 -0.1
H -5.89680 -22.96563 38.44351 -0.1 0.1 0.0
H -6.23788 -16.25485 33.04275 -0.2 0.3 0.0
H -11.41310 -20.28309 34.95734 0.4 0.0 -0.3
H -12.85852 -20.18770 28.43769 -0.9 0.1 0.3
H -8.14588 -21.99515 38.02654 -0.3 0.0 0.0
H -7.75185 -18.44245 36.17423 0.5 0.3 0.3
H 0.89618 -26.36286 34.20158 0.2 0.2 0.1
H -10.21367 -15.58270 39.91705 0.5 0.2 0.3
H -12.82464 -14.57995 29.87805 -0.3 0.1 0.2
H -6.60412 -26.24996 25.13727 -0.6 -0.5 -0.2
H -11.15890 -14.17696 37.68782 -0.2 -0.5 -0.6
H -7.91744 -21.35540 33.34657 0.3 -0.2 -0.6
H -12.88475 -14.51361 31.69665 -0.7 -0.2 -0.2
H -13.68300 -18.79486 39.88576 -0.5 -0.5 0.5
H -1.49254 -26.57752 35.83517 0.1 -0.3 -0.5
H -7.96589 -21.96976 39.80322 0.6 0.5 -0.3
H -7.35899 -25.27040 23.81076 0.8 -0.1 -0.2
H -10.34925 -19.88516 28.60124 -0.7 -0.1 -1.0
H -12.96595 -14.28682 37.82504 0.2 -0.2 -0.3
H -4.67802 -17.59407 33.34120 -0.6 0.5 -0.3
H -3.57586 -19.43564 31.18922 0.8 0.3 1.4
H -7.77940 -20.50571 34.76371 -0.6 0.9 0.3
H -0.59316 -25.15965 36.17947 0.0 0.2 0.0
H -1.51126 -23.21947 29.80342 -0.7 -0.1 -0.1
H -12.73836 -23.94038 38.28737 0.0 -0.1 -0.2
H -9.53836 -18.38955 37.74556 -0.2 -0.9 -0.8
H -4.60833 -14.15232 32.65851 0.5 -0.4 -0.3